Record 1
15
Properties=species:S:1:pos:R:3 method="wB97M-V/def2-TZVPD" charge=0 gap_ev=9.77 e_above_lowest_ev=2.433 e_tot_ha=-358.92896
H -0.763 1.971 0.163
N -1.746 1.551 -0.113
C -1.625 0.275 -0.114
C -2.946 -0.357 -0.059
N -4.034 -0.765 0.093
N -0.595 -0.576 -0.105
C 0.820 -0.353 -0.034
C 1.528 -1.465 -0.059
C 1.437 1.038 0.049
H -0.869 -1.529 0.016
H 1.098 -2.458 -0.070
H 2.629 -1.341 0.051
H 1.310 1.508 0.989
H 1.215 1.616 -0.844
H 2.539 0.882 0.036



Record 2
15
Properties=species:S:1:pos:R:3 method="wB97M-V/def2-TZVPD" charge=0 gap_ev=9.77 e_above_lowest_ev=5.557 e_tot_ha=-358.81416
H -2.823 -1.650 0.569
N -2.518 -0.713 0.136
C -1.227 -0.464 -0.138
N 0.034 -1.172 0.033
C 1.309 -0.353 -0.176
N 2.277 -1.016 0.233
H 3.337 -0.787 0.106
C 0.746 1.050 -0.572
C 0.161 1.780 0.753
C -0.771 0.911 -0.361
H 0.073 -2.369 -0.233
H 0.946 1.788 -1.526
H -0.385 2.906 0.516
H 0.416 1.466 1.699
H -1.418 1.416 -0.992



Record 3
15
Properties=species:S:1:pos:R:3 method="wB97M-V/def2-TZVPD" charge=0 gap_ev=8.24 e_above_lowest_ev=9.139 e_tot_ha=-358.68254
C 0.027 -2.720 -0.515
C 0.307 -0.575 0.155
C -0.534 -0.183 -0.905
C -0.704 1.204 -1.009
C 0.652 0.437 1.198
H -0.284 -1.858 -1.737
H 0.619 -3.867 -0.653
H -1.017 -2.786 -0.229
H -0.943 -0.684 -1.838
H -1.442 1.693 -1.866
H -1.188 2.910 0.434
H 0.981 0.412 2.257
N 0.502 -1.747 0.525
N -0.095 2.157 -0.161
N 0.276 1.761 1.077



Record 4
15
Properties=species:S:1:pos:R:3 method="wB97M-V/def2-TZVPD" charge=0 gap_ev=11.20 e_above_lowest_ev=6.536 e_tot_ha=-358.77820
C 1.128 0.651 -0.254
C 2.167 -0.311 -0.233
C -1.169 0.850 -0.283
C -1.829 -0.552 0.233
C -0.289 -1.137 -0.022
H 2.614 1.488 0.640
H -1.844 1.360 -0.945
H -0.730 1.601 0.503
H -2.246 -0.829 1.255
H -2.420 -0.870 -0.586
H -0.314 -2.188 -0.408
H 0.461 -0.778 1.096
N 1.490 1.772 0.185
N 2.942 -1.196 -0.131
N 0.038 0.138 -1.049



Record 5
15
Properties=species:S:1:pos:R:3 method="wB97M-V/def2-TZVPD" charge=0 gap_ev=10.05 e_above_lowest_ev=4.361 e_tot_ha=-358.85812
H 0.306 2.583 -1.143
N -0.328 2.173 -0.261
C -0.602 0.926 -0.234
N -1.643 0.318 0.628
C -1.628 -1.146 0.222
N -0.706 -1.475 -0.547
C 0.029 -0.139 -0.812
C 1.396 -0.558 -0.431
C 1.898 -0.170 0.905
H -2.286 0.775 1.105
H -2.483 -1.757 0.685
H -0.032 -0.139 -1.883
H 1.862 -1.550 -0.798
H 2.932 -0.418 1.159
H 1.285 0.576 1.406



Record 6
16
Properties=species:S:1:pos:R:3 method="wB97M-V/def2-TZVPD" charge=0 gap_ev="7.11 / 7.68" e_above_lowest_ev=5.560 e_tot_ha=-434.04000
C 3.048 -0.522 -0.078
C 0.835 1.766 -0.134
C -0.693 -0.954 0.256
C -1.154 0.511 -0.223
C 1.778 -0.878 -0.404
N 4.111 -0.173 0.185
N 1.756 2.519 -0.010
N 0.757 -1.279 0.455
O -0.392 1.624 0.188
H -1.086 -1.383 1.124
H -1.038 -1.650 -0.554
H -1.337 0.532 -1.303
H -2.107 0.649 0.229
H 1.655 -1.049 -1.393
H 2.080 3.341 0.469
H 0.894 -1.071 1.440